1.
The following is a DFT calculation (ωB97M-V with the def2-TZVPD basis set) of a cluster of 2 separate species, C8H11F2NS in total at a distorted geometry.

E	-26231.5448	eV
E_HOMO	-8.2	eV
LUMO energy	0.8	eV
Kohn-Sham gap	8.995	eV
structure (SMILES)	FC(F)=C1CC=NS1.C=C(C)C
total charge	0
largest force on an atom	4.051	eV/A

```
23
Properties=species:S:1:pos:R:3:nbo_charge:R:1
C 2.553 -0.190 -1.315 -0.498
C 3.311 1.017 -0.706 0.116
C 2.039 -0.916 -0.164 -0.361
C -1.553 -1.276 -0.303 -0.438
C -1.288 -0.271 1.966 -0.639
C -0.747 1.131 0.013 -0.657
C 1.287 -2.002 -0.191 0.746
C -1.231 -0.209 0.446 0.048
N 3.403 1.078 0.550 -0.556
F 0.866 -2.591 -1.319 -0.309
F 0.771 -2.606 0.902 -0.313
S 2.684 -0.190 1.327 0.504
H 3.234 -0.741 -1.815 0.236
H 3.848 1.766 -1.419 0.201
H 1.858 0.250 -1.940 0.238
H -1.932 -2.274 0.060 0.210
H -1.563 -1.164 -1.332 0.188
H -0.363 -0.420 2.316 0.215
H -1.810 0.587 2.452 0.204
H -1.823 -1.079 2.241 0.208
H -0.684 1.090 -1.150 0.202
H -1.525 1.772 0.457 0.229
H 0.275 1.474 0.269 0.228
```

---

2.
The following is a DFT calculation (ωB97M-V with the def2-TZVPD basis set) of a cluster of 2 separate species, C8H11IOP in total at a distorted geometry.

energy relative to the best compared isomer or geometry (same formula, charge and spin)	0.0	kJ/mol
E	-27902.0182	eV
E_HOMO (spin up / spin down)	-12.9 / -12.9	eV
LUMO energy (spin up / spin down)	-5.4 / -5.4	eV
Kohn-Sham gap (spin up / spin down)	7.537 / 7.536	eV
total charge	+1
largest force on an atom	3.237	eV/A

```
22
Properties=species:S:1:pos:R:3:nbo_charge:R:1
C 1.527 -3.082 0.197 -0.149
C 1.760 -2.146 -0.785 -0.197
C 0.536 -2.812 1.121 -0.191
C 0.879 -1.047 -0.980 -0.156
C -0.357 -1.795 0.919 -0.179
C -0.211 -0.872 -0.104 -0.403
C -1.039 1.847 -2.508 -0.397
C -0.909 1.750 0.943 -0.409
O 0.413 1.903 0.479 -0.734
P -1.417 0.507 -0.285 0.922
I -3.543 -0.356 0.273 0.115
H 2.097 -3.986 0.234 0.236
H 2.447 -2.311 -1.602 0.233
H 0.526 -3.528 1.851 0.230
H 0.917 -0.253 -1.712 0.213
H -1.175 -1.622 1.522 0.209
H -2.093 2.070 -2.855 0.229
H -0.486 1.162 -3.179 0.240
H -0.690 2.592 -1.810 0.218
H -0.762 1.410 1.966 0.243
H -1.462 2.715 0.779 0.225
H 0.725 2.813 0.649 0.503
```

---

3.
The following is a DFT calculation (ωB97M-V with the def2-TZVPD basis set) of a structure of composition C8H11IrN2S2 at a distorted geometry.

spin multiplicity	2
energy relative to the best compared isomer or geometry (same formula, charge and spin)	7.1	kJ/mol
E	-35957.9686	eV
E_HOMO (spin up / spin down)	-12.0 / -12.0	eV
LUMO energy (spin up / spin down)	-4.5 / -5.0	eV
Kohn-Sham gap (spin up / spin down)	7.566 / 6.998	eV
total charge	+1
largest force on an atom	1.512	eV/A

```
24
Properties=species:S:1:pos:R:3:mulliken_spin:R:1
Ir -0.753 -1.724 -0.441 0.090
C -1.664 -2.235 1.567 -0.015
C -1.476 -0.844 1.456 -0.006
C -2.223 -0.368 0.321 -0.022
C -2.885 -1.480 -0.273 0.034
C -2.503 -2.645 0.473 -0.025
H -1.240 -2.870 2.327 0.000
H -0.884 -0.254 2.136 0.000
H -2.289 0.659 0.001 -0.003
H -3.525 -1.462 -1.139 0.014
H -2.803 -3.661 0.274 -0.006
S -0.752 -1.537 -2.574 0.913
S 1.621 -1.476 -0.290 0.021
C 1.728 0.254 -0.311 0.007
N 1.567 1.013 -1.379 -0.001
C 1.811 2.432 -1.107 0.001
C 2.225 2.413 0.384 -0.001
N 2.070 0.995 0.733 -0.001
H 1.265 0.626 -2.259 -0.001
H 0.910 3.019 -1.276 0.000
H 2.602 2.809 -1.750 0.000
H 1.573 3.029 0.999 0.000
H 3.255 2.734 0.532 0.000
H 2.370 0.572 1.596 0.000
```

---

4.
The following is a DFT calculation (ωB97M-V with the def2-TZVPD basis set) of an isolated molecule of C8H11N at a distorted geometry.

energy relative to the best compared isomer or geometry (same formula, charge and spin)	519.2	kJ/mol
E	-9957.7431	eV
E_HOMO	-8.4	eV
LUMO energy	0.7	eV
Kohn-Sham gap	9.115	eV
total charge	0
largest force on an atom	3.573	eV/A

```
20
Properties=species:S:1:pos:R:3:nbo_charge:R:1
C -0.679 0.095 0.310 0.026
C -1.556 0.178 -0.779 -0.268
C -3.716 -0.783 -0.260 -0.077
C 2.514 -0.346 -0.637 -0.390
C 1.738 -1.148 0.490 -0.423
C 1.781 0.917 -0.252 -0.430
C -0.232 0.332 1.481 -0.166
C 0.785 0.069 0.480 -0.074
N -2.976 0.272 -0.333 -0.564
H -1.323 1.198 -1.301 0.215
H -1.345 -0.663 -1.385 0.248
H -4.662 -0.488 0.556 0.090
H 3.689 -0.301 -0.471 0.201
H 2.286 -0.603 -1.684 0.209
H 1.257 -2.142 0.317 0.205
H 2.239 -1.205 1.443 0.202
H 2.397 1.607 0.417 0.204
H 1.328 1.447 -1.088 0.197
H -0.402 0.388 2.560 0.225
H -3.122 1.176 0.139 0.370
```

---

5.
The following is a DFT calculation (ωB97M-V with the def2-TZVPD basis set) of an isolated molecule of C8H11N at a distorted geometry.

energy relative to the best compared isomer or geometry (same formula, charge and spin)	465.8	kJ/mol
E	-9958.2965	eV
E_HOMO	-9.2	eV
LUMO energy	0.9	eV
Kohn-Sham gap	10.113	eV
structure (SMILES)	C1[C@H]2CN3C[C@H]2[C@@H]2[C@H]1[C@@H]23
total charge	0
largest force on an atom	5.725	eV/A

```
20
Properties=species:S:1:pos:R:3:nbo_charge:R:1
C 1.688 0.718 -0.101 -0.415
C 0.211 1.111 0.373 -0.216
C -0.777 1.190 -0.817 -0.287
C -1.634 -0.342 0.304 -0.258
C -0.476 0.029 1.154 -0.283
C 0.431 -1.182 0.554 -0.263
C 1.569 -0.742 -0.425 -0.222
C 0.078 -1.224 -0.848 -0.100
H 2.068 1.353 -0.907 0.212
H 2.338 1.003 0.690 0.214
H 0.593 2.043 1.244 0.223
H -1.968 1.364 -0.960 0.248
H -0.325 1.798 -1.589 0.197
H -1.886 -1.493 0.496 0.190
H -2.446 0.285 0.671 0.214
H -0.596 -0.126 2.285 0.246
H 0.006 -2.134 1.024 0.232
H 2.477 -1.351 -0.705 0.245
H -0.285 -2.064 -1.308 0.223
N -1.067 -0.235 -1.137 -0.400
```

---

6.
The following is a DFT calculation (ωB97M-V with the def2-TZVPD basis set) of an isolated molecule of C8H11N at a distorted geometry.

energy relative to the best compared isomer or geometry (same formula, charge and spin)	360.8	kJ/mol
E	-9959.3843	eV
E_HOMO	-8.3	eV
LUMO energy	1.1	eV
Kohn-Sham gap	9.423	eV
structure (SMILES)	C[C@]12C[C@@H]1C=C[C@@H]1CN12
total charge	0
largest force on an atom	2.722	eV/A

```
20
Properties=species:S:1:pos:R:3:nbo_charge:R:1
C 0.842 -0.656 1.413 -0.643
C 0.694 -0.546 -0.086 0.067
C 2.029 -0.539 -0.688 -0.345
C 1.057 0.782 -0.585 -0.294
C 0.234 1.750 0.288 -0.166
C -1.065 1.361 0.274 -0.228
C -1.493 0.181 -0.532 -0.108
C -1.780 -1.178 0.156 -0.263
H 0.836 -1.710 1.706 0.217
H 1.832 -0.187 1.749 0.225
H 0.057 -0.221 2.061 0.224
H 2.744 -0.917 0.032 0.218
H 2.161 -0.618 -1.715 0.227
H 0.759 0.859 -1.602 0.209
H 0.616 2.623 0.845 0.218
H -1.793 2.045 0.783 0.221
H -2.147 0.420 -1.417 0.210
H -1.622 -1.323 1.220 0.200
H -2.531 -1.906 -0.266 0.206
N -0.574 -0.856 -0.692 -0.396
```